1.
The following is a quantum chemistry calculation of a structure of composition C13H48F3HfN2O24S3 in a non-equilibrium geometry, from OMol25.

## Properties
* HOMO-LUMO gap (spin up / spin down): 4.701 / 4.676 eV
* net charge: 0
* <S²>: 0.758
* spin multiplicity: 2
* M: 948.20 u
* HOMO (spin up / spin down): -0.3276 / -0.3267 hartree

Last column: Löwdin charge in e.
Atoms and positions in Å:
Hf (9.19196, 17.15056, -2.99843)  2.183
S (10.13316, 14.89650, -0.16681)  0.309
O (9.54753, 15.61337, -1.31106)  -0.401
O (11.30096, 15.56306, 0.30283)  -0.104
O (9.52990, 15.05920, 1.12085)  -0.085
O (10.35870, 13.48063, -0.43626)  -0.251
S (9.87521, 18.55374, -0.41824)  0.242
O (9.93437, 20.01862, -0.23259)  -0.305
O (10.31167, 17.88683, 0.81639)  -0.268
O (8.56880, 18.06461, -0.87853)  -0.395
O (10.62797, 18.23433, -1.58417)  -0.406
C (13.16114, 14.69188, -4.28193)  -0.628
F (12.78658, 14.59274, -5.51817)  0.166
F (12.42280, 13.86763, -3.56003)  0.139
F (14.48053, 14.37081, -4.18135)  0.149
S (12.75612, 16.49051, -3.61213)  0.648
O (13.44839, 17.44420, -4.52316)  -0.284
O (11.26744, 16.48899, -3.60220)  -0.441
O (13.32897, 16.53265, -2.28642)  -0.289
C (8.53890, 20.71733, -6.56468)  -0.018
O (9.94808, 20.64539, -6.08315)  -0.279
C (10.99885, 21.29774, -6.84937)  -0.178
C (12.39414, 20.56681, -6.78012)  -0.143
N (13.00618, 20.76255, -5.41647)  -0.054
C (13.71199, 21.98726, -5.31067)  -0.221
C (14.91631, 21.96767, -4.32233)  -0.227
O (14.43632, 22.36484, -3.06576)  -0.177
C (15.52551, 22.34705, -2.16019)  -0.112
H (8.57671, 20.18608, -7.51570)  0.086
H (8.37164, 21.79119, -6.64801)  0.098
H (7.99916, 20.08359, -5.86101)  0.075
H (11.01677, 22.36165, -6.61297)  0.118
H (10.84253, 21.29464, -7.92809)  0.110
H (13.07234, 20.86942, -7.57798)  0.110
H (12.14060, 19.51988, -6.94671)  0.113
H (13.44569, 19.93563, -5.03814)  0.086
H (13.11367, 22.86556, -5.06839)  0.117
H (14.13490, 22.32526, -6.25672)  0.105
H (15.73281, 22.62427, -4.62284)  0.113
H (15.44655, 21.01646, -4.27575)  0.123
H (15.73434, 21.32127, -1.85645)  0.084
H (15.15802, 22.79928, -1.23903)  0.092
H (16.45475, 22.82301, -2.47339)  0.088
C (15.41566, 7.05601, -0.60237)  -0.105
O (14.25754, 7.42872, -1.27736)  -0.189
C (14.28625, 7.40248, -2.63849)  -0.251
C (12.82620, 7.50461, -3.12907)  -0.183
N (12.19783, 8.76459, -2.67442)  -0.052
C (10.78758, 8.96404, -3.10429)  -0.160
C (10.67784, 9.10553, -4.69724)  -0.100
O (10.96221, 10.55634, -4.89661)  -0.256
C (12.33981, 10.98111, -4.98505)  -0.067
H (15.33858, 7.47582, 0.40059)  0.090
H (16.29103, 7.48418, -1.09073)  0.094
H (15.51053, 6.00223, -0.34036)  0.087
H (14.87584, 6.56815, -3.01846)  0.124
H (14.82534, 8.29720, -2.94986)  0.118
H (12.28918, 6.57885, -2.92251)  0.118
H (12.91121, 7.54924, -4.21483)  0.097
H (12.32909, 8.79291, -1.67338)  0.108
H (10.34996, 9.73210, -2.46658)  0.109
H (10.18111, 8.07957, -2.90932)  0.098
H (9.68467, 9.01708, -5.13756)  0.115
H (11.35827, 8.39230, -5.16243)  0.099
H (12.64499, 10.86291, -3.94534)  0.039
H (12.32614, 12.05656, -5.16206)  0.065
H (13.00727, 10.37867, -5.60122)  0.102
O (9.11097, 14.94738, -3.75881)  -0.122
H (9.30259, 14.19242, -3.20244)  0.010
H (9.01573, 14.57991, -4.63752)  0.033
O (9.78577, 12.60713, -2.77018)  -0.039
H (9.98443, 12.84363, -1.86418)  -0.031
H (10.37707, 11.87965, -2.96348)  0.027
O (14.00452, 18.94573, -1.43609)  -0.043
H (13.29644, 19.49823, -1.76715)  0.032
H (13.85871, 18.09506, -1.85001)  -0.042
O (9.43423, 13.32779, -5.88538)  -0.018
H (10.22282, 13.47652, -6.40715)  0.058
H (9.48121, 12.40450, -5.63728)  0.045
O (16.50323, 17.42523, -1.03648)  -0.040
H (15.60001, 17.71960, -0.91911)  0.001
H (16.50769, 17.00061, -1.89433)  0.019
O (14.18475, 14.61214, -0.43638)  -0.035
H (13.66555, 15.29115, -0.86719)  -0.013
H (13.54998, 13.93274, -0.20897)  0.039
O (16.69021, 14.57080, -1.86582)  -0.067
H (17.10068, 15.28930, -1.38466)  0.006
H (15.77108, 14.59811, -1.59993)  -0.025
O (10.38340, 19.10716, -3.92910)  -0.076
H (9.95266, 19.76354, -4.47670)  0.033
H (11.09431, 19.58246, -3.49908)  0.084
O (13.89082, 11.33742, -1.84183)  -0.040
H (13.21215, 11.32145, -2.51665)  -0.028
H (14.71354, 11.27765, -2.32742)  0.043

Force components x, y, z for each atom (eV/Å):
Hf 7.0 -0.3 7.2
S 0.9 -3.1 -0.1
O -1.5 0.9 -2.6
O 4.1 1.6 -0.2
O -3.3 0.4 2.1
O -0.5 0.8 -0.8
S 1.5 5.0 9.6
O -0.8 -1.7 -1.0
O -1.2 0.5 -2.5
O -4.7 -2.0 -3.9
O 3.2 -3.2 -7.1
C 0.9 1.3 1.8
F -0.3 0.0 -1.7
F 0.1 -0.4 0.4
F -1.8 0.6 0.0
S 3.9 1.2 -1.1
O -2.4 -2.0 1.1
O -1.8 0.4 -0.5
O -0.9 -0.8 -0.4
C 3.5 -0.2 -0.3
O 0.0 -0.3 -0.1
C 0.5 -0.2 -0.9
C -1.3 0.2 2.8
N -1.6 -0.9 -1.4
C 2.3 1.0 0.4
C -1.0 0.2 -0.6
O 0.9 0.1 0.0
C -0.9 -0.5 1.6
H -0.6 0.4 -0.3
H -1.1 -0.3 0.1
H -0.4 0.7 0.1
H 0.3 0.0 0.5
H -1.0 -0.3 -0.2
H -0.1 0.4 -0.1
H 0.3 -0.2 0.2
H 0.3 0.1 -0.2
H -0.5 -0.2 0.6
H 0.2 -0.4 -0.6
H -0.2 0.6 -0.4
H -0.4 -0.7 0.0
H 0.3 -0.3 -0.3
H 0.1 0.3 -0.1
H -0.2 0.3 -0.5
C 0.2 0.6 1.1
O -0.9 -0.6 2.0
C -0.4 0.9 -0.9
C 0.9 0.5 -0.8
N -0.1 -0.8 -0.7
C 0.4 -2.1 -1.0
C 0.6 2.9 2.6
O 0.1 -0.8 -1.9
C -1.0 -0.3 2.0
H 0.1 0.5 -0.1
H 0.3 -0.3 0.0
H 0.0 -0.5 -0.9
H -0.4 -0.5 -0.3
H 0.1 0.3 -0.5
H -0.3 0.0 0.5
H -0.1 -0.1 -0.2
H -0.3 0.3 0.2
H 0.0 0.4 -0.7
H -0.1 -0.5 0.4
H 0.0 -0.3 0.5
H 0.2 0.5 -0.2
H 0.8 -0.1 -0.4
H 0.1 -0.3 -0.6
H -0.3 0.1 -0.4
O -1.5 3.7 -0.1
H 0.7 -1.5 1.0
H 0.2 -0.7 -1.2
O -0.6 -0.1 -1.1
H 0.3 0.3 1.4
H 0.1 -0.2 -0.6
O 0.4 0.7 0.1
H -0.2 0.3 0.2
H -0.2 -0.3 -0.1
O -0.3 0.5 -0.2
H 0.3 0.1 -0.2
H 0.1 -0.6 0.4
O 0.5 -0.1 0.1
H -0.2 0.3 0.2
H -0.1 0.0 -0.4
O 0.3 -0.1 -0.1
H -0.2 0.4 0.0
H -0.1 -0.3 0.1
O 0.6 -0.2 -0.8
H 0.1 0.0 0.4
H -0.6 -0.1 0.5
O -2.1 -1.9 -0.1
H 0.1 0.9 -1.2
H 0.5 0.0 0.8
O 0.0 0.2 0.4
H 0.0 -0.1 0.1
H 0.3 0.1 -0.1

2.
The following is a quantum chemistry calculation of a cluster of 11 separate species, C13H48O11 in total in a non-equilibrium geometry, from OMol25.

## Properties
* HOMO-LUMO gap: 9.473 eV
* structure (SMILES): CCO.CCO.CO.CO.CO.CO.CO.CO.CO.CO.CO
* net charge: 0
* M: 380.52 u
* energy above the lowest of the compared OMol25 structures with the same formula, charge and spin: 14.1 kcal per mole
* HOMO: -0.3386 hartree

Last column: Löwdin charge in e.
Atoms and positions in Å:
C (32.56457, 0.63791, -12.83783)  -0.079
C (32.34411, -0.74131, -12.22169)  -0.294
O (30.96489, -1.05505, -12.36886)  -0.101
H (33.57951, 1.03159, -12.80570)  0.076
H (31.93326, 1.38142, -12.34165)  0.073
H (32.21718, 0.70145, -13.87211)  0.064
H (32.52602, -0.70462, -11.14324)  0.110
H (33.03640, -1.46486, -12.65707)  0.110
H (30.86858, -2.00782, -12.45151)  0.077
C (26.96153, 0.40503, -10.65857)  -0.092
C (28.39133, 0.29855, -11.14280)  -0.339
O (28.63914, 1.05421, -12.31244)  -0.072
H (26.63563, 1.39233, -10.32613)  0.072
H (26.73702, -0.24270, -9.80696)  0.072
H (26.23622, 0.08235, -11.40980)  0.068
H (28.62122, -0.76124, -11.27374)  0.086
H (29.03176, 0.68664, -10.34258)  0.110
H (29.54697, 0.85291, -12.56518)  0.039
C (29.32607, 1.55089, -20.64386)  -0.115
O (28.29360, 1.50296, -19.66347)  -0.134
H (29.09892, 0.79042, -21.39516)  0.087
H (29.42048, 2.52383, -21.12945)  0.085
H (30.27429, 1.30166, -20.17284)  0.063
H (27.49326, 1.22550, -20.11409)  0.080
C (26.55120, -1.50923, -18.20655)  -0.134
O (26.95842, -1.94333, -16.92968)  -0.124
H (25.82552, -2.12496, -18.74267)  0.089
H (26.14959, -0.49668, -18.09693)  0.070
H (27.42594, -1.35982, -18.84439)  0.082
H (26.26329, -1.73952, -16.29613)  0.109
C (31.71126, -2.61535, -15.79262)  -0.141
O (31.22005, -2.59495, -17.12584)  -0.159
H (30.98339, -2.10531, -15.15424)  0.061
H (31.99558, -3.60108, -15.42094)  0.086
H (32.62187, -2.01438, -15.74439)  0.083
H (30.42681, -3.18127, -17.12284)  0.040
C (29.70301, 0.33005, -16.15629)  -0.067
O (29.03111, 1.32688, -16.94680)  -0.164
H (30.60108, 0.01245, -16.68568)  0.076
H (29.82811, 0.71081, -15.14645)  0.085
H (29.08648, -0.56902, -16.07014)  0.066
H (28.78761, 0.95932, -17.80990)  0.067
C (30.74785, 4.12058, -15.84663)  -0.166
O (29.43503, 3.89551, -16.34203)  -0.143
H (30.82129, 3.74677, -14.82332)  0.069
H (31.51132, 3.74703, -16.53400)  0.073
H (30.87691, 5.20390, -15.82958)  0.072
H (29.31863, 2.93920, -16.53264)  0.017
C (27.82318, -2.69092, -13.52497)  -0.170
O (26.52161, -2.47255, -13.04377)  -0.112
H (28.54366, -2.93338, -12.73386)  0.072
H (27.80160, -3.49601, -14.26681)  0.079
H (28.16256, -1.73603, -13.93114)  0.074
H (26.26385, -3.18499, -12.45345)  0.081
C (28.60501, -4.44121, -18.48728)  -0.139
O (28.90084, -3.91108, -17.21115)  -0.138
H (28.96321, -5.47326, -18.50029)  0.085
H (27.52783, -4.55259, -18.64782)  0.083
H (29.04885, -3.89814, -19.32573)  0.087
H (28.28402, -3.16149, -17.11781)  0.041
C (32.27772, -0.70081, -19.86138)  -0.172
O (32.96922, -1.75945, -19.22450)  -0.129
H (31.74181, -1.04511, -20.75071)  0.073
H (31.49980, -0.38138, -19.16071)  0.055
H (32.95160, 0.11562, -20.11595)  0.079
H (32.50336, -2.00019, -18.41434)  0.022
C (25.76107, 2.58965, -17.39644)  -0.172
O (26.63631, 2.50102, -16.28746)  -0.116
H (25.97228, 3.47515, -18.00726)  0.078
H (25.86330, 1.74753, -18.08555)  0.043
H (24.72524, 2.71765, -17.08668)  0.075
H (27.47709, 2.10781, -16.60004)  0.026

Force components x, y, z for each atom (eV/Å):
C -0.6 0.5 -0.1
C 0.3 1.0 0.4
O 0.0 -0.3 -0.6
H 0.1 -0.4 0.1
H 0.1 -0.1 0.3
H 0.2 -0.5 -0.1
H 0.4 0.0 -0.1
H -0.3 -0.2 -0.2
H -0.1 0.0 0.0
C -1.1 0.0 -0.2
C -0.1 0.1 1.0
O -0.2 -0.2 -0.2
H 0.4 0.2 -0.2
H 0.5 -0.2 0.0
H 0.2 0.1 -0.3
H 0.1 0.0 -0.2
H 0.2 -0.2 0.1
H 0.0 -0.1 0.0
C 0.0 -0.4 -0.3
O 0.0 0.0 0.2
H 0.3 0.1 -0.2
H -0.2 0.1 0.1
H 0.0 0.0 0.1
H -0.1 0.1 0.1
C 0.0 1.5 -0.5
O 0.1 -0.5 0.0
H 0.0 -0.3 0.4
H -0.3 -0.1 -0.2
H 0.1 -0.4 0.1
H 0.1 -0.1 0.1
C 0.2 0.9 -0.1
O 0.2 -0.5 0.4
H 0.0 -0.3 0.4
H -0.4 -0.2 -0.1
H 0.0 0.1 -0.2
H 0.2 0.3 -0.3
C -0.7 -0.5 -0.6
O 0.1 -0.8 0.2
H 0.4 0.2 0.5
H 0.4 0.2 -0.2
H -0.2 0.1 0.0
H 0.1 0.2 -0.1
C -0.9 0.5 -0.4
O 0.2 -0.3 -0.1
H 0.4 -0.2 0.0
H 0.1 -0.4 0.3
H 0.0 0.0 0.2
H 0.2 0.8 0.1
C 0.3 0.0 0.0
O -0.5 0.2 0.4
H -0.2 -0.2 0.1
H 0.4 0.2 -0.1
H 0.0 -0.2 -0.3
H 0.0 0.0 0.0
C -0.2 -1.3 -0.3
O -0.4 0.5 -0.3
H 0.3 0.2 -0.1
H 0.0 0.4 0.1
H 0.1 0.1 0.2
H 0.1 0.0 0.6
C -0.6 -0.6 0.8
O 0.6 0.1 -0.4
H 0.2 0.0 -0.2
H 0.0 0.6 -0.2
H 0.0 0.0 0.0
H -0.3 -0.2 -0.1
C 0.5 0.7 -0.3
O -0.4 -0.4 -0.4
H 0.2 0.1 0.0
H -0.2 -0.3 0.1
H 0.0 -0.4 0.3
H -0.5 0.3 0.4

Q: M of number 2 (C13H48O11)?
A: 380.52 u